Density functional theory data (the ωB97M-V functional and the def2-TZVPD basis) for C3H4N2O3 in the gas phase.

The geometry in XYZ format:
```
12
C3H4N2O3 | OMol25 | the ωB97M-V functional and the def2-TZVPD basis
C 2.100 -0.039 0.022
C 0.569 -0.174 -0.130
N 0.132 -1.355 -0.157
O -1.266 -1.337 -0.365
N -1.742 0.039 -0.560
O -3.015 -0.005 0.172
C -0.514 0.868 -0.226
O -0.617 2.000 -0.223
H 2.795 -0.753 0.729
H 2.517 0.119 -0.960
H 2.127 1.052 0.512
H -3.087 -0.415 1.185
```

Structure (SMILES) = Cc1non(O)c1=O
Highest occupied orbital energy = -9.91 eV
HOMO-LUMO gap = 9.46 eV
ΔE to the lowest compared entry with this formula, charge and spin = 673.9 kJ/mol

***

Density functional theory data (the ωB97M-V functional and the def2-TZVPD basis) for 2 unconnected molecules or ions with the total composition C5H13NO2.

The geometry in XYZ format:
```
21
C5H13NO2 | OMol25 | the ωB97M-V functional and the def2-TZVPD basis
C -0.699 1.554 -1.999
C 0.155 0.952 -1.184
C 0.711 1.635 0.041
C 1.376 0.828 1.170
N 0.606 -0.219 1.845
C 0.600 -1.542 1.377
O 0.154 -1.654 0.025
H -0.987 1.068 -2.929
H -1.160 2.524 -1.831
H 0.544 -0.019 -1.451
H -0.100 2.176 0.512
H 1.534 2.267 -0.312
H 1.614 1.557 1.950
H 2.341 0.396 0.885
H -0.267 0.122 2.221
H 1.633 -1.934 1.454
H 0.033 -2.214 2.031
H 0.203 -2.583 -0.218
O -2.846 -1.732 -1.580
H -2.714 -2.319 -0.827
H -2.731 -0.862 -1.180
```

Structure (SMILES) = C=CCCNCO.O
Highest occupied orbital energy = -9.10 eV
HOMO-LUMO gap = 9.79 eV
ΔE to the lowest compared entry with this formula, charge and spin = 223.9 kJ/mol

***

Density functional theory data (the ωB97M-V functional and the def2-TZVPD basis) for a molecular structure, C19H34HfN2O3P2.

The geometry in XYZ format:
```
61
C19H34HfN2O3P2 | OMol25 | the ωB97M-V functional and the def2-TZVPD basis
Hf 0.145 -0.433 0.261
P 2.766 -0.685 -0.236
P -2.750 -0.065 0.158
N -0.252 0.084 -1.552
H 1.607 0.477 -0.174
C 3.357 -2.204 -1.090
H 4.462 -2.209 -1.037
H 3.051 -2.208 -2.149
H 2.980 -3.131 -0.628
C 3.825 -0.640 1.252
H 4.860 -0.826 0.935
H 3.574 -1.386 2.023
H 3.755 0.348 1.720
C 3.366 0.642 -1.373
H 4.453 0.648 -1.413
H 3.030 1.643 -1.062
H 2.892 0.474 -2.345
C -3.673 -1.288 -0.825
H -4.747 -1.072 -0.783
H -3.488 -2.276 -0.398
H -3.351 -1.286 -1.872
C -3.721 -0.087 1.691
H -4.798 -0.123 1.496
H -3.488 0.797 2.288
H -3.423 -0.969 2.263
C -3.310 1.488 -0.627
H -4.401 1.600 -0.541
H -3.022 1.480 -1.686
H -2.813 2.336 -0.134
C -0.193 0.886 -2.604
C -0.185 1.179 -5.006
C -0.175 0.321 -3.906
C -0.112 2.298 -2.411
C -0.160 3.131 -3.521
C -0.187 2.574 -4.804
H -0.208 0.770 -6.003
H -0.163 -0.753 -3.996
H -0.007 2.672 -1.396
H -0.186 4.207 -3.352
H -0.223 3.247 -5.676
C -0.530 -3.416 1.438
O -0.523 -2.241 0.784
C 0.418 -4.426 0.842
H 1.174 -4.594 1.623
H 0.873 -3.910 -0.011
H 0.144 -5.404 0.444
C -0.928 -3.333 2.872
H -1.735 -3.905 3.292
H -1.144 -2.277 3.015
H -0.042 -3.603 3.462
O 1.297 2.797 0.437
C 0.774 2.414 1.488
C 0.689 3.211 2.761
C -0.027 2.316 3.732
C -0.317 1.020 2.970
O -0.879 0.015 3.366
N 0.192 1.177 1.681
H 1.698 3.484 3.066
H 0.154 4.137 2.548
H 0.575 2.090 4.616
H -0.948 2.791 4.086
```

Highest occupied orbital energy (alpha / beta) = -5.82 / -5.82 eV
HOMO-LUMO gap (alpha / beta) = 4.59 / 4.59 eV

***

Density functional theory data (the ωB97M-V functional and the def2-TZVPD basis) for 8 unconnected molecules or ions with the total composition C21H56ClO25S7.

The geometry in XYZ format:
```
110
C21H56ClO25S7 | OMol25 | the ωB97M-V functional and the def2-TZVPD basis
Cl 11.624 11.704 -11.216
O 10.842 12.815 -11.748
O 12.906 11.529 -11.910
O 11.831 11.866 -9.775
O 10.869 10.539 -11.256
O 6.629 10.057 -7.715
S 7.242 9.347 -8.824
O 7.470 9.971 -10.157
O 8.671 8.689 -8.162
C 9.473 7.858 -9.042
C 9.782 6.534 -8.332
C 6.294 7.783 -9.101
H 10.400 8.394 -9.248
H 9.017 7.626 -10.004
H 10.563 6.010 -8.882
H 8.917 5.872 -8.385
H 10.038 6.658 -7.280
H 5.399 8.177 -9.583
H 6.147 7.396 -8.093
H 6.881 7.122 -9.738
O 8.461 7.324 -14.459
S 7.331 8.091 -13.847
O 6.165 8.542 -14.695
O 6.727 7.237 -12.552
C 6.170 6.011 -12.912
C 5.527 5.320 -11.677
C 7.935 9.473 -12.976
H 7.009 5.389 -13.223
H 5.574 6.070 -13.823
H 5.121 4.343 -11.939
H 4.640 5.869 -11.362
H 6.303 5.178 -10.924
H 8.668 9.996 -13.590
H 8.353 9.140 -12.026
H 7.083 10.134 -12.825
O 12.693 16.936 -10.389
S 13.798 16.291 -9.663
O 14.967 17.057 -9.163
O 13.189 15.364 -8.433
C 13.942 14.994 -7.250
C 14.266 13.559 -7.320
C 14.326 14.781 -10.652
H 13.561 15.314 -6.280
H 14.893 15.510 -7.384
H 14.237 13.135 -8.323
H 13.639 12.997 -6.628
H 15.240 13.344 -6.880
H 15.216 14.363 -10.181
H 14.625 15.155 -11.631
H 13.444 14.207 -10.935
O 10.383 13.211 -5.781
S 10.529 11.820 -5.370
O 11.851 11.445 -4.865
O 9.337 11.426 -4.199
C 8.028 11.858 -4.434
C 7.530 12.662 -3.207
C 9.961 10.655 -6.754
H 7.320 11.054 -4.636
H 8.010 12.398 -5.380
H 7.605 12.009 -2.337
H 6.465 12.883 -3.143
H 8.129 13.542 -2.972
H 8.885 10.753 -6.604
H 10.103 9.665 -6.320
H 10.266 10.690 -7.800
O 10.017 16.637 -10.386
S 8.845 15.880 -9.878
O 7.708 16.461 -9.104
O 8.257 15.082 -11.262
C 7.111 14.229 -11.171
C 5.894 15.037 -11.679
C 9.674 14.460 -9.013
H 6.957 13.863 -10.156
H 7.300 13.345 -11.780
H 5.973 15.958 -11.101
H 4.899 14.675 -11.419
H 5.863 15.238 -12.749
H 9.481 14.730 -7.975
H 10.713 14.445 -9.343
H 9.124 13.527 -9.140
O 12.016 14.812 -14.544
S 10.929 15.660 -14.096
O 11.013 16.319 -12.756
O 10.769 16.855 -15.127
C 10.895 16.579 -16.499
C 9.921 17.472 -17.361
C 9.240 14.919 -14.214
H 10.758 15.520 -16.715
H 11.907 16.817 -16.826
H 9.590 18.195 -16.615
H 8.980 17.018 -17.673
H 10.411 18.037 -18.154
H 8.846 14.819 -15.226
H 8.505 15.655 -13.887
H 9.288 13.950 -13.719
O 11.174 6.478 -12.127
S 12.621 6.447 -12.170
O 13.464 5.593 -11.254
O 13.236 6.247 -13.672
C 12.481 6.769 -14.720
C 13.429 7.497 -15.682
C 13.137 8.227 -11.893
H 11.841 7.583 -14.381
H 11.946 5.965 -15.225
H 13.455 8.518 -15.303
H 12.943 7.534 -16.657
H 14.457 7.135 -15.660
H 14.209 8.163 -11.706
H 12.645 8.481 -10.954
H 12.869 8.795 -12.784
```

Highest occupied orbital energy = -7.02 eV
HOMO-LUMO gap = 8.68 eV
Total charge = -1
ΔE to the lowest compared entry with this formula, charge and spin = 621.9 kJ/mol

***

Density functional theory data (the ωB97M-V functional and the def2-TZVPD basis) for 2 unconnected molecules or ions with the total composition C4H12NS.

The geometry in XYZ format:
```
18
C4H12NS | OMol25 | the ωB97M-V functional and the def2-TZVPD basis
C 0.025 1.290 1.666
N -0.273 -0.142 1.895
C -1.554 -0.536 1.370
C 0.822 -0.919 1.278
H -0.769 1.895 2.197
H -0.004 1.457 0.603
H 1.015 1.543 1.995
H -1.790 -1.611 1.606
H -2.287 0.238 1.666
H -1.716 -0.373 0.252
H 0.644 -1.999 1.469
H 1.769 -0.730 1.773
H 0.951 -0.681 0.221
C 1.208 -0.179 -2.764
S -0.213 0.279 -1.587
H 0.949 -0.046 -3.873
H 2.199 0.203 -2.474
H 1.349 -1.315 -2.597
```

Highest occupied orbital energy = -2.31 eV
HOMO-LUMO gap = 6.48 eV
Total charge = -1
ΔE to the lowest compared entry with this formula, charge and spin = 159.5 kJ/mol

***

Density functional theory data (the ωB97M-V functional and the def2-TZVPD basis) for 2 unconnected molecules or ions with the total composition C2H8P2S.

The geometry in XYZ format:
```
13
C2H8P2S | OMol25 | the ωB97M-V functional and the def2-TZVPD basis
C 0.015 -0.646 -2.598
P -0.352 1.208 -2.244
S -0.215 1.347 -0.143
P -2.066 0.803 -1.005
H -0.339 -1.438 -1.934
H -0.229 -0.947 -3.631
H 1.079 -0.883 -2.506
H -2.610 2.065 -0.638
C 0.888 -0.329 2.958
H -0.010 -0.144 3.521
H 0.950 -1.054 2.167
H 1.643 -0.601 3.599
H 1.247 0.619 2.454
```

Structure (SMILES) = CP1#S#[PH]1.C
Highest occupied orbital energy = -8.77 eV
HOMO-LUMO gap = 9.47 eV
ΔE to the lowest compared entry with this formula, charge and spin = 64.5 kJ/mol

***

Density functional theory data (the ωB97M-V functional and the def2-TZVPD basis) for C4H3N3O in the gas phase.

The geometry in XYZ format:
```
11
C4H3N3O | OMol25 | the ωB97M-V functional and the def2-TZVPD basis
N 1.924 -2.011 -0.595
C 1.342 -1.082 -0.163
C 0.684 0.103 0.468
C 1.045 1.389 -0.182
N 1.180 2.415 -0.695
N -0.771 -0.064 0.624
C -1.541 -0.338 -0.510
O -2.756 -0.131 -0.511
H 1.061 0.129 1.546
H -1.211 0.452 1.378
H -0.955 -0.861 -1.359
```

Structure (SMILES) = N#CC(C#N)NC=O
Highest occupied orbital energy = -10.94 eV
HOMO-LUMO gap = 11.03 eV
ΔE to the lowest compared entry with this formula, charge and spin = 84.5 kJ/mol

***

Density functional theory data (the ωB97M-V functional and the def2-TZVPD basis) for a molecular structure, C41H51Cl2N4O8PPtS2.

The geometry in XYZ format:
```
110
C41H51Cl2N4O8PPtS2 | OMol25 | the ωB97M-V functional and the def2-TZVPD basis
Pt 0.587 0.204 -0.395
Cl 0.737 3.570 0.766
C 0.357 1.757 1.041
H -0.687 1.755 1.342
H 0.976 1.504 1.898
C 3.010 2.362 -1.498
N 1.847 3.290 -1.667
C 2.275 4.555 -2.290
C 0.627 2.695 -2.390
C 0.951 1.473 -3.177
C 1.257 1.535 -4.537
C 1.584 0.372 -5.220
C 1.593 -0.837 -4.522
C 1.263 -0.879 -3.173
C 0.934 0.283 -2.457
H 3.743 2.858 -0.862
H 3.430 2.113 -2.470
H 2.673 1.447 -1.017
H 1.521 3.472 -0.711
H 2.589 4.352 -3.312
H 3.108 4.974 -1.728
H 1.446 5.260 -2.291
H 0.209 3.495 -3.002
H -0.076 2.420 -1.603
H 1.233 2.490 -5.063
H 1.829 0.403 -6.276
H 1.876 -1.754 -5.028
H 1.278 -1.834 -2.665
N 3.895 -6.997 1.865
C 4.149 -5.903 1.015
C 3.105 -5.315 0.299
C 3.354 -4.257 -0.555
C 4.652 -3.781 -0.712
C 5.696 -4.366 -0.017
C 5.446 -5.428 0.842
S 4.896 -2.349 -1.740
O 4.364 -2.703 -3.034
O 6.313 -2.039 -1.671
N 3.959 -1.254 -1.110
C 4.188 -0.693 0.094
S 5.773 -0.675 0.953
C 5.061 0.248 2.227
C 3.764 0.494 1.935
N 3.274 -0.021 0.764
H 2.948 -7.027 2.208
H 4.561 -7.089 2.615
H 2.092 -5.683 0.428
H 2.544 -3.779 -1.096
H 6.695 -3.970 -0.148
H 6.259 -5.886 1.398
H 5.630 0.555 3.092
H 3.092 1.053 2.576
C -0.704 -1.317 0.244
C -0.673 -2.619 -0.459
C -0.206 -3.761 0.299
C -0.931 -4.939 0.490
C -2.185 -5.208 -0.007
C -2.850 -4.475 -1.142
C -1.269 -2.712 -1.668
H 0.646 -3.584 0.947
H -0.527 -5.652 1.205
H -2.701 -6.084 0.371
H -3.511 -5.202 -1.627
H -1.594 -1.799 -2.165
C -2.542 4.622 -2.866
C -2.707 4.179 -1.419
O -3.626 3.131 -1.308
P -3.063 1.735 -0.341
O -4.642 1.273 -0.123
C -5.194 1.613 1.140
C -6.596 1.047 1.231
O -2.683 0.802 -1.616
C -3.544 0.537 -2.723
C -2.753 0.686 -4.005
H -1.894 5.504 -2.934
H -3.519 4.868 -3.290
H -2.110 3.816 -3.465
H -3.048 5.045 -0.829
H -1.724 3.898 -1.008
H -5.228 2.707 1.245
H -4.560 1.206 1.932
H -7.242 1.494 0.471
H -7.018 1.253 2.219
H -6.572 -0.032 1.075
H -4.401 1.210 -2.709
H -3.898 -0.488 -2.638
H -2.428 1.721 -4.137
H -3.374 0.398 -4.861
H -1.863 0.052 -3.981
C -5.824 -1.996 -1.410
C -4.703 -2.922 -1.827
C -4.670 -3.334 -3.165
C -3.566 -3.831 -3.924
Cl -3.962 -4.082 -5.645
C -2.285 -4.078 -3.581
C -1.761 -4.043 -2.178
C -3.770 -3.279 -0.861
O -3.914 -2.615 0.293
C -2.871 -2.311 1.259
C -1.979 -1.071 0.989
O -0.703 -1.380 1.696
O -2.571 0.088 1.144
H -6.432 -1.716 -2.270
H -5.420 -1.092 -0.958
H -6.466 -2.471 -0.661
H -5.552 -3.104 -3.751
H -1.598 -4.382 -4.360
H -0.945 -4.767 -2.112
H -2.255 -3.178 1.443
H -3.427 -2.079 2.166
```

Highest occupied orbital energy (alpha / beta) = -0.88 / -1.94 eV
Spin multiplicity = 5
HOMO-LUMO gap (alpha / beta) = 4.78 / 5.81 eV
Total charge = -2
Expectation value of S² = 6.098